Molecular formula: C4H8N2O
Method: DFT, wB97M-V/def2-TZVPD

Cartesian coordinates (Å):
C -1.777 0.598 0.659
N -0.358 0.267 0.743
C 0.252 -0.040 -0.541
C 1.749 -0.291 -0.315
O 2.316 0.811 0.340
C -0.424 -1.166 -1.233
N -1.027 -2.028 -1.711
H -2.403 -0.285 0.468
H -2.091 1.075 1.591
H -1.933 1.302 -0.166
H -0.240 -0.532 1.363
H 0.150 0.846 -1.179
H 2.257 -0.417 -1.276
H 1.871 -1.227 0.257
H 1.659 1.089 0.999

SMILES: CN[C@H](C#N)CO
ΔE to the lowest compared entry with this formula, charge and spin (kJ/mol): 169.26
E_HOMO (eV): -10.219
Largest force on an atom (eV Å⁻¹): 0.9
Lowest unoccupied orbital energy (hartree): 0.0300
Gap between HOMO and LUMO (eV): 11.04
Total charge: 0